{"formula": "C20H28BBaClN8S", "method": "the ωB97M-V functional and the def2-TZVPD basis", "species": ["Ba", "B", "N", "C", "C", "C", "N", "N", "C", "C", "C", "N", "H", "H", "H", "H", "H", "H", "H", "H", "N", "C", "C", "C", "N", "H", "H", "H", "H", "H", "H", "H", "H", "H", "H", "S", "C", "N", "C", "C", "C", "N", "H", "H", "H", "H", "Cl", "C", "C", "C", "C", "C", "C", "C", "H", "H", "H", "H", "H", "H"], "xyz": [[0.33404, -0.30711, 0.50456], [2.14467, -3.32974, -0.43721], [1.20720, -2.58774, -1.45950], [1.39019, -2.55843, -2.78868], [0.24377, -2.07394, -3.38860], [-0.61541, -1.80284, -2.31687], [-0.04078, -2.12977, -1.15888], [2.41875, -2.47554, 0.86258], [2.74819, -3.02475, 2.04985], [3.21953, -2.03962, 2.89081], [3.13765, -0.87339, 2.12356], [2.66330, -1.13071, 0.90118], [3.18748, -3.53626, -1.02140], [1.60415, -4.34901, -0.07029], [2.31937, -2.90735, -3.20867], [0.05866, -1.94920, -4.44111], [-1.61027, -1.38084, -2.33168], [2.63096, -4.08532, 2.20229], [3.53553, -2.13797, 3.91564], [3.37743, 0.13917, 2.40847], [-1.66018, 4.05251, 1.05173], [-3.02361, 3.50433, 1.01285], [-3.33514, 2.93537, -0.36067], [-2.61494, 1.62924, -0.63730], [-1.14572, 1.72554, -0.67012], [-1.39867, 4.29316, 1.99972], [-1.60319, 4.90085, 0.50056], [-3.78778, 4.23774, 1.28934], [-3.07365, 2.69812, 1.74960], [-3.08878, 3.67130, -1.13517], [-4.41221, 2.75528, -0.43063], [-2.94598, 1.20556, -1.58719], [-2.90456, 0.91731, 0.14618], [-0.87493, 2.48083, -0.03800], [-0.83634, 2.00680, -1.59760], [0.79302, 1.93967, -3.56883], [-0.09498, 1.05034, -4.64879], [0.51310, 0.56763, -5.78613], [-0.10408, -0.15975, -6.73457], [-1.41717, -0.45439, -6.59299], [-2.02944, 0.04619, -5.42163], [-1.43156, 0.75164, -4.49981], [1.49637, 0.79102, -5.86495], [0.50193, -0.47542, -7.57203], [-1.95469, -1.03346, -7.32662], [-3.08158, -0.16236, -5.24572], [2.83474, -1.51244, 7.29238], [1.79182, -0.82997, 6.05564], [0.57648, -1.42785, 5.75881], [-0.23931, -0.89201, 4.77669], [0.12780, 0.24777, 4.02296], [-0.68214, 0.75412, 2.93134], [1.36810, 0.82653, 4.37695], [2.17932, 0.30986, 5.37376], [0.26896, -2.30981, 6.30748], [-1.18930, -1.37149, 4.56478], [-1.74858, 0.53189, 3.04474], [-0.53814, 1.82873, 2.75339], [1.69041, 1.72244, 3.85261], [3.12018, 0.78756, 5.62121]], "nbo_charge": [1.832, 0.186, -0.321, 0.016, -0.375, -0.054, -0.439, -0.350, 0.004, -0.345, -0.045, -0.456, -0.052, -0.047, 0.228, 0.214, 0.212, 0.228, 0.245, 0.216, -0.856, -0.223, -0.421, -0.219, -0.963, 0.373, 0.357, 0.174, 0.200, 0.198, 0.213, 0.200, 0.176, 0.404, 0.396, -0.209, 0.233, -0.532, 0.103, -0.361, 0.137, -0.468, 0.439, 0.229, 0.245, 0.204, -0.048, -0.090, -0.221, -0.253, -0.003, -1.014, -0.268, -0.230, 0.217, 0.199, 0.190, 0.182, 0.194, 0.217], "e_homo_ev": -5.82, "charge": 0}

***

{"formula": "C5H7NO", "method": "the ωB97M-V functional and the def2-TZVPD basis", "species": ["O", "C", "C", "C", "N", "C", "C", "H", "H", "H", "H", "H", "H", "H"], "xyz": [[2.26951, -0.49678, -1.16105], [1.53051, 0.41008, -0.85836], [0.43739, 0.23530, 0.11409], [-0.62676, -0.42428, -0.81193], [-1.31078, -0.44356, 0.53506], [-0.77936, 0.98583, 0.67687], [0.05512, -0.86930, 1.08967], [1.34646, 1.28900, -1.51693], [-1.08644, 0.21339, -1.57515], [-0.32012, -1.38201, -1.24209], [-1.25415, 1.72732, 0.02703], [-0.77948, 1.31503, 1.72033], [0.12172, -0.68593, 2.16539], [0.39637, -1.87408, 0.83707]], "nbo_charge": [-0.534, 0.426, -0.187, -0.210, -0.350, -0.228, -0.230, 0.113, 0.193, 0.205, 0.196, 0.200, 0.197, 0.207], "e_above_lowest_kj_mol": 397.9, "e_homo_ev": -9.01, "charge": 0}

***

{"formula": "C9H15N2S", "method": "the ωB97M-V functional and the def2-TZVPD basis", "species": ["C", "C", "C", "C", "C", "C", "C", "C", "C", "N", "N", "S", "H", "H", "H", "H", "H", "H", "H", "H", "H", "H", "H", "H", "H", "H", "H"], "xyz": [[2.35479, 0.14915, 1.23034], [2.86338, -1.09573, 1.08345], [3.13482, 0.25215, -1.02715], [2.54065, 0.90766, 0.02658], [-1.03360, 0.71233, -0.20392], [-3.29118, -0.07977, -0.46466], [-1.48152, -1.40764, -1.38060], [-1.61141, -0.91727, 1.28550], [-1.86600, -0.47331, -0.13462], [2.06969, 2.25617, -0.19225], [-0.51323, 1.73594, -0.24928], [3.52865, -1.31072, -0.44383], [1.84653, 0.70158, 2.08840], [2.80004, -1.71312, 1.94728], [3.48108, 0.50058, -1.92962], [-3.76425, 0.72594, 0.29283], [-3.53273, 0.35944, -1.37369], [-3.99514, -1.00551, -0.23010], [-2.06373, -0.98969, -2.29801], [-0.45445, -1.44993, -1.52919], [-1.70873, -2.31652, -1.05746], [-0.65435, -1.00232, 1.66196], [-2.02427, -2.02628, 1.37589], [-2.11307, -0.37503, 2.06291], [2.46838, 2.82929, -0.93548], [1.00775, 2.31505, -0.27201], [2.01189, 2.71753, 0.66671]], "nbo_charge": [-0.276, -0.420, -0.420, 0.058, 0.470, -0.596, -0.550, -0.605, -0.193, -0.708, -0.488, 0.567, 0.244, 0.273, 0.246, 0.225, 0.233, 0.241, 0.233, 0.211, 0.217, 0.227, 0.226, 0.241, 0.447, 0.469, 0.428], "e_above_lowest_kj_mol": 158.9, "e_homo_ev": -13.29, "charge": 1}

***

{"formula": "C7H11N", "method": "the ωB97M-V functional and the def2-TZVPD basis", "species": ["C", "C", "C", "N", "C", "C", "C", "C", "H", "H", "H", "H", "H", "H", "H", "H", "H", "H", "H"], "xyz": [[1.68924, 0.72609, -0.15910], [1.69217, -0.61879, -0.43042], [0.74412, -1.55015, 0.24969], [-0.67568, -1.67881, -0.27729], [-1.55332, -0.70892, 0.32003], [-1.66371, 0.63483, -0.37196], [-0.76509, 1.59833, -0.32664], [0.56055, 1.51939, 0.43634], [2.60655, 1.26445, -0.43113], [2.34223, -1.04161, -1.17687], [1.22407, -2.48472, 0.12103], [0.70719, -1.25357, 1.34763], [-0.67558, -1.70198, -1.29424], [-1.32458, -0.46761, 1.42367], [-2.54015, -1.10733, 0.31672], [-2.63832, 0.73668, -0.94962], [-0.96768, 2.50797, -0.93419], [0.96774, 2.52300, 0.70910], [0.27024, 1.10274, 1.42726]], "nbo_charge": [-0.156, -0.209, -0.270, -0.625, -0.267, -0.200, -0.173, -0.512, 0.200, 0.203, 0.199, 0.198, 0.366, 0.196, 0.195, 0.203, 0.206, 0.226, 0.220], "e_above_lowest_kj_mol": 255.0, "e_homo_ev": -8.33, "smiles": "C1=C\\CNC/C=C\\C/1", "charge": 0}

***

{"formula": "C46H28Cl4N5O2Ru", "method": "the ωB97M-V functional and the def2-TZVPD basis", "species": ["Ru", "Cl", "C", "C", "C", "C", "C", "C", "C", "C", "C", "C", "C", "C", "C", "C", "C", "C", "Cl", "C", "C", "C", "N", "C", "C", "C", "C", "C", "C", "Cl", "C", "C", "C", "C", "C", "C", "N", "C", "C", "C", "C", "C", "N", "C", "C", "C", "C", "Cl", "C", "C", "C", "C", "N", "H", "H", "H", "H", "H", "H", "H", "H", "H", "H", "H", "H", "H", "H", "H", "H", "H", "H", "H", "H", "H", "H", "H", "H", "N", "C", "C", "O", "O", "H", "H", "H", "H"], "xyz": [[0.38110, 0.47130, -0.32290], [-0.80310, 7.31400, -6.66290], [-0.73150, 6.03510, -5.51760], [-1.49180, 4.88590, -5.70640], [-1.43700, 3.86180, -4.78130], [-0.62210, 3.96470, -3.65260], [0.12330, 5.13600, -3.47230], [0.08000, 6.15910, -4.39490], [-0.45660, 2.89380, -2.66690], [-0.05960, 1.60990, -3.12280], [0.04490, 1.15230, -4.45890], [0.88070, 0.05740, -4.44000], [1.29090, -0.12600, -3.09820], [2.49410, -0.75340, -2.68190], [3.32100, -1.36650, -3.73080], [4.60790, -0.88430, -3.98970], [5.37480, -1.42110, -5.00330], [4.86810, -2.46500, -5.76990], [5.81810, -3.13460, -7.03520], [3.59190, -2.95960, -5.52300], [2.82230, -2.40570, -4.52020], [2.98710, -0.63750, -1.38630], [2.30130, -0.17510, -0.29230], [3.01450, -0.52400, 0.82020], [2.53830, -0.60540, 2.12770], [3.48550, -0.97310, 3.18290], [4.70400, -0.28610, 3.25820], [5.63360, -0.58660, 4.22820], [5.35410, -1.58550, 5.15510], [6.50700, -1.96730, 6.37060], [4.14570, -2.27380, 5.10420], [3.22260, -1.97340, 4.12280], [1.22140, -0.21530, 2.50060], [0.68280, -0.20420, 3.80850], [-0.40190, 0.64590, 3.79160], [-0.50320, 1.15300, 2.47700], [0.41950, 0.52680, 1.67900], [-1.11180, 2.37920, 2.10960], [-0.92720, 2.96600, 0.85610], [-1.50530, 4.21700, 0.46590], [-1.25530, 4.38870, -0.85690], [-0.56030, 3.22100, -1.31170], [-0.31470, 2.39380, -0.24050], [-1.78150, 3.14270, 3.17440], [-1.31290, 4.41840, 3.50240], [-1.88170, 5.14680, 4.52570], [-2.94630, 4.61070, 5.23970], [-3.66230, 5.51220, 6.51790], [-3.42120, 3.33870, 4.93730], [-2.83870, 2.61180, 3.91710], [4.27260, -1.08190, 0.40320], [4.24870, -1.16500, -0.94790], [0.60470, 0.74370, -2.29850], [-2.12740, 4.80060, -6.57300], [-2.06180, 2.99050, -4.91370], [0.76750, 5.21950, -2.61090], [0.66740, 7.05160, -4.25520], [-0.41350, 1.58680, -5.32290], [1.20610, -0.51810, -5.28450], [4.99480, -0.05870, -3.41140], [6.36100, -1.03850, -5.21050], [3.20790, -3.77590, -6.11270], [1.83900, -2.80230, -4.31360], [4.90780, 0.50930, 2.55830], [6.57130, -0.05590, 4.27090], [3.94240, -3.04920, 5.82620], [2.31260, -2.55070, 4.05170], [1.06350, -0.72450, 4.66330], [-1.00900, 0.93480, 4.62650], [-2.08090, 4.85340, 1.10660], [-1.56800, 5.20080, -1.48040], [-0.46830, 4.82620, 2.97060], [-1.50580, 6.12530, 4.77630], [-4.24500, 2.92710, 5.50010], [-3.22950, 1.63110, 3.68010], [5.04530, -1.41410, 1.06430], [5.00540, -1.57470, -1.58480], [-1.91070, 0.09770, -0.39310], [-2.14900, -1.23250, 0.16970], [-0.93150, -2.18220, -0.14540], [-1.07370, -3.37490, -0.05870], [0.14030, -1.57460, -0.47930], [-2.45990, 0.80720, 0.09210], [-2.19570, 0.10440, -1.37510], [-3.05220, -1.70910, -0.22480], [-2.23290, -1.17310, 1.25800]], "mulliken_charge": [-1.509, -0.186, 0.310, -0.981, -0.414, -0.132, -0.272, -0.975, 1.387, 0.248, -1.318, -1.228, 0.053, 1.592, -0.336, -0.273, -1.019, 0.349, -0.188, -0.936, -0.298, 0.329, 0.609, 0.506, 1.218, -0.120, -0.354, -0.956, 0.324, -0.188, -0.943, -0.467, 0.335, -1.388, -1.309, 0.247, 0.933, 1.039, 0.568, -1.423, -1.301, 0.308, 0.649, -0.166, -0.244, -1.037, 0.320, -0.186, -0.874, -0.425, -1.382, -1.474, 0.819, 0.431, 0.615, 0.513, 0.438, 0.554, 0.646, 0.597, 0.428, 0.432, 0.584, 0.566, 0.438, 0.429, 0.645, 0.640, 0.642, 0.614, 0.542, 0.563, 0.433, 0.425, 0.515, 0.544, 0.629, -0.063, -0.513, 0.553, -0.649, -0.249, 0.265, 0.284, 0.483, 0.183], "e_above_lowest_kj_mol": 54.5, "e_homo_ev": [-10.43, -10.44], "charge": 1}

***

{"formula": "C3H8N3O", "method": "the ωB97M-V functional and the def2-TZVPD basis", "species": ["C", "C", "C", "N", "N", "N", "O", "H", "H", "H", "H", "H", "H", "H", "H"], "xyz": [[1.02165, -0.30663, -1.12432], [0.52232, -0.77608, 0.21906], [-0.76004, 0.73704, -0.05246], [1.81432, -0.37352, 2.15552], [1.48927, -0.91327, 1.08785], [-2.16925, 0.73743, -0.30213], [-0.05165, 0.60023, -1.38426], [2.00509, 0.21842, -0.98071], [1.11380, -1.14750, -1.84165], [-0.05255, -1.65566, 0.13312], [-0.43144, 1.59450, 0.46652], [2.72087, -0.79083, 2.51342], [-2.69486, 0.29947, 0.51447], [-2.19678, 0.08563, -1.00095], [-2.33075, 1.69076, -0.40347]], "nbo_charge": [-0.076, 0.012, 0.060, -0.236, -0.103, -0.693, -0.540, 0.202, 0.218, 0.234, 0.194, 0.355, 0.459, 0.457, 0.457], "e_above_lowest_kj_mol": 586.0, "e_homo_ev": -12.81, "charge": 1}

***

Molar mass across the listed records, respectively: 596.16 97.12 183.30 109.17 925.65 102.12 g mol⁻¹.